Density functional theory data (ωB97M-V with the def2-TZVPD basis set) for C22H19N9O3 in the gas phase in a non-equilibrium geometry.

Properties
- frontier orbital gap (eV) = 8.01
- E_tot (eV) = -42672.4040
- HOMO energy (Ha) = -0.2865
- structure (SMILES) = CCOc1ccc(-c2c(C(=O)N/N=C/c3c[nH]c4ccccc34)nnn2-c2nonc2N)cc1

Last column: Mulliken charge in e.
Atoms and positions in Å:
C1 -6.123 -2.120 -2.781  -1.027
C2 -6.676 -1.256 -1.651  -0.422
O1 -6.085 -1.553 -0.401  -0.463
C3 -4.849 -1.083 -0.102  0.931
C4 -4.337 -1.487 1.135  -0.871
C5 -3.103 -1.058 1.564  -0.540
C6 -2.345 -0.197 0.768  0.299
C7 -1.043 0.258 1.214  0.598
C8 0.061 -0.425 1.723  0.515
C9 0.211 -1.858 2.034  -0.181
O2 -0.659 -2.540 2.542  -0.665
N1 1.421 -2.398 1.723  -0.354
N2 2.402 -1.742 1.086  0.087
C10 3.485 -2.357 0.821  -0.389
C11 4.569 -1.718 0.141  0.698
C12 5.721 -2.332 -0.296  -0.963
N3 6.524 -1.428 -0.918  0.008
C13 5.920 -0.198 -0.898  -0.574
C14 6.349 1.024 -1.399  -1.006
C15 5.517 2.109 -1.220  -0.410
C16 4.296 1.987 -0.551  -0.645
C17 3.866 0.777 -0.050  -0.071
C18 4.682 -0.336 -0.233  1.023
N4 1.059 0.466 1.918  -0.781
N5 0.671 1.624 1.582  -0.751
N6 -0.600 1.549 1.135  0.517
C19 -1.247 2.713 0.793  0.726
N7 -2.518 2.861 0.551  -0.262
O3 -2.714 4.159 0.307  -0.137
N8 -1.562 4.870 0.396  -0.615
C20 -0.614 4.017 0.695  0.292
N9 0.697 4.276 0.816  -0.322
C21 -2.847 0.195 -0.469  -0.775
C22 -4.081 -0.244 -0.906  -0.276
H1 -6.646 -1.892 -3.706  0.351
H2 -5.060 -1.942 -2.922  0.330
H3 -6.266 -3.171 -2.543  0.308
H4 -6.573 -0.190 -1.884  0.345
H5 -7.738 -1.474 -1.505  0.312
H6 -4.936 -2.143 1.744  0.434
H7 -2.714 -1.389 2.513  0.482
H8 1.544 -3.385 1.972  0.280
H9 3.630 -3.413 1.095  0.324
H10 6.014 -3.361 -0.207  0.403
H11 7.421 -1.630 -1.328  0.172
H12 7.298 1.119 -1.907  0.354
H13 5.817 3.075 -1.598  0.386
H14 3.681 2.866 -0.427  0.408
H15 2.938 0.674 0.485  0.510
H16 0.978 5.237 0.896  0.249
H17 1.253 3.547 1.243  0.303
H18 -2.260 0.831 -1.115  0.480
H19 -4.429 0.081 -1.873  0.374